[1]
Entry from the Open Molecules 2025 dataset: a gas-phase ion, C5H13N2 (charge +1) at a distorted geometry (ωB97M-V with the def2-TZVPD basis set).

Each line ends with the Löwdin charge.
Geometry (Å):
C (-0.52354, -2.08019, -1.31142)  0.010
C (-0.75402, -1.35369, -0.10890)  -0.376
N (-0.60339, -1.91657, 1.18424)  0.087
C (-0.94308, 0.22097, -0.11783)  -0.112
C (0.36914, 0.79043, 0.44614)  -0.393
C (0.32984, 2.26434, 0.65288)  -0.053
N (1.38820, 0.53167, -0.64189)  0.182
H (-0.49178, -1.50562, -2.31089)  0.067
H (-0.62736, -3.23424, -1.43661)  0.088
H (-0.95518, -1.54939, 2.03652)  0.089
H (-0.68282, -2.91779, 1.20350)  0.098
H (-1.95167, 0.48123, 0.38787)  0.166
H (-1.07718, 0.68982, -1.09839)  0.112
H (0.61081, 0.16691, 1.32647)  0.148
H (-0.23564, 2.87763, -0.04903)  0.100
H (1.30925, 2.78087, 0.75353)  0.098
H (-0.06172, 2.34375, 1.69603)  0.117
H (2.23607, 1.14823, -0.37361)  0.201
H (1.79700, -0.46361, -0.70423)  0.197
H (0.86708, 0.72525, -1.53439)  0.176

LUMO energy ... -0.1239 Eh
SMILES ... C=C(N)C[C@H](C)[NH3+]
Gap between HOMO and LUMO ... 8.7 eV
Total charge ... +1
Largest force on an atom ... 2.66 eV Å⁻¹

=====

[2]
Entry from the Open Molecules 2025 dataset: 3 unconnected molecules or ions with the total composition C8H22N3O at a distorted geometry (ωB97M-V with the def2-TZVPD basis set).

Each line ends with the Löwdin charge.
Geometry (Å):
C (-0.23394, 3.33242, 0.82024)  -0.074
C (-5.65105, -1.41787, 0.01650)  -0.118
C (5.17961, -1.95165, -0.92308)  -0.037
C (5.06595, 0.68631, -0.95152)  -0.029
C (-0.79379, 1.93788, 0.44433)  -0.223
C (-4.15695, -1.61749, 0.37208)  -0.259
C (4.55236, -0.62421, -0.42707)  -0.507
C (0.38815, -0.19576, 0.34698)  -0.119
N (-0.69102, -0.99971, 0.17379)  0.188
N (0.31686, 1.04933, 0.58750)  0.047
N (-3.33479, -0.31527, 0.05019)  -0.040
O (3.65170, -0.66553, 0.36689)  0.026
H (-1.00036, 4.11721, 0.70125)  0.097
H (0.26291, 3.44112, 1.75578)  0.072
H (0.50811, 3.47714, 0.03734)  0.081
H (-5.79287, -1.42956, -1.10056)  0.083
H (-6.26642, -2.35036, 0.26642)  0.097
H (-5.99567, -0.51743, 0.52564)  0.068
H (6.26144, -1.86992, -1.05673)  0.069
H (4.55832, -2.45092, -1.78162)  0.117
H (5.06028, -2.86912, -0.20736)  0.107
H (5.78612, 1.13155, -0.19662)  0.114
H (5.66205, 0.47390, -1.87593)  0.090
H (4.24856, 1.41077, -1.18621)  0.090
H (-1.64342, 1.74154, 1.17497)  0.134
H (-1.18486, 2.06621, -0.57851)  0.137
H (-3.66689, -2.33231, -0.23499)  0.073
H (-4.11760, -1.85190, 1.49260)  0.129
H (-1.59363, -0.64831, 0.08577)  -0.014
H (-0.57398, -1.97730, -0.21793)  0.164
H (1.13522, 1.54887, 0.96474)  0.172
H (-3.77016, 0.07052, -0.77298)  0.072
H (-3.51271, 0.29156, 0.84209)  0.063
H (1.34250, -0.69170, 0.48601)  0.131

LUMO energy ... -0.0923 Eh
Gap between HOMO and LUMO ... 10.0 eV
Total charge ... +1
Largest force on an atom ... 4.83 eV Å⁻¹

=====

[3]
Entry from the Open Molecules 2025 dataset: 11 unconnected molecules or ions with the total composition H22O11 at a distorted geometry (ωB97M-V with the def2-TZVPD basis set).

Each line ends with the Löwdin charge.
Geometry (Å):
O (1.02721, 0.96842, -3.67636)  -0.062
H (0.38021, 1.66442, -3.52136)  0.059
H (0.59221, 0.23442, -3.17636)  -0.010
O (1.37021, 1.56842, -1.08436)  -0.037
H (1.28821, 1.19342, -1.94736)  -0.010
H (1.91921, 1.01642, -0.57536)  -0.018
O (-0.04579, -1.25458, 4.20864)  -0.078
H (-0.04679, -1.33658, 3.21164)  -0.018
H (0.34721, -0.42658, 4.43364)  0.014
O (0.40521, -1.17358, -2.38736)  -0.020
H (-0.14479, -1.67658, -1.78936)  0.014
H (0.45021, -1.65258, -3.20136)  0.070
O (0.49221, 3.57942, 0.46764)  -0.069
H (0.53921, 2.84842, -0.18236)  -0.004
H (1.31521, 3.58542, 0.94964)  0.019
O (2.50521, 0.15642, 0.79664)  -0.005
H (2.00321, 0.70442, 1.35664)  0.035
H (3.43421, 0.24642, 1.06464)  0.088
O (-0.23179, -1.61358, 1.62064)  -0.022
H (-0.90679, -2.18658, 1.97764)  0.092
H (0.47821, -2.20058, 1.32364)  0.109
O (-1.39979, 1.54242, 2.24464)  -0.061
H (-1.13479, 0.97442, 1.49864)  -0.027
H (-1.56879, 2.42242, 2.00264)  -0.004
O (-2.70179, -0.27158, -1.86836)  -0.042
H (-3.18879, -0.83858, -1.28436)  0.015
H (-2.02179, 0.06742, -1.30336)  -0.035
O (-1.39279, -2.80158, -0.71636)  -0.030
H (-0.69679, -3.33158, -0.29736)  0.059
H (-1.83479, -2.34558, -0.00536)  0.029
O (-0.72979, 0.35042, -0.03036)  -0.078
H (0.06121, 0.46842, -0.57536)  0.017
H (-0.56279, -0.48158, 0.46564)  0.010

LUMO energy ... -0.0273 Eh
SMILES ... O.O.O.O.O.O.O.O.O.O.O
Gap between HOMO and LUMO ... 9.6 eV
Largest force on an atom ... 2.93 eV Å⁻¹

=====

[4]
Entry from the Open Molecules 2025 dataset: 2 unconnected molecules or ions with the total composition C3H7NP2 at a distorted geometry (ωB97M-V with the def2-TZVPD basis set).

Each line ends with the Löwdin charge.
Geometry (Å):
C (0.87747, -0.78418, 0.01629)  -0.116
C (0.83731, -0.13105, -1.33414)  -0.190
C (1.20850, 0.15807, 1.08026)  -0.185
N (-2.33816, -0.57770, -0.12872)  -1.027
P (-2.39751, 0.96913, 0.30860)  0.643
P (-2.16937, -1.99363, -0.60280)  0.785
H (1.61500, 0.52728, -1.56389)  0.054
H (-0.09125, 0.48092, -1.46334)  0.062
H (0.81494, -0.80135, -2.07673)  0.001
H (1.62941, 1.04532, 0.72108)  0.043
H (1.75521, -0.23121, 1.97127)  0.086
H (0.19359, 0.40629, 1.48837)  0.056
H (-1.93514, 0.93210, 1.58376)  -0.214

LUMO energy (spin up / spin down) ... -0.0300 / -0.0298 Eh
Gap between HOMO and LUMO (spin up / spin down) ... 6.5 / 6.5 eV
Largest force on an atom ... 3.93 eV Å⁻¹

=====

Question: Which of these has the highest largest force on an atom?
Answer: C8H22N3O